# 1
The following is a DFT calculation (ωB97M-V/def2-TZVPD) of a structure of composition C5H11N.

```
17
C5H11N (ωB97M-V/def2-TZVPD)
C 2.53 0.23 0.25
C 1.13 -0.38 0.16
C 0.06 0.68 -0.10
N -1.28 0.13 -0.17
C -2.14 -0.18 0.83
C -1.96 -0.43 -1.19
H 2.81 0.73 -0.68
H 3.28 -0.54 0.45
H 2.58 0.97 1.06
H 1.09 -1.12 -0.64
H 0.87 -0.90 1.09
H 0.26 1.21 -1.04
H 0.06 1.42 0.71
H -2.36 -1.22 1.05
H -2.50 0.59 1.52
H -1.50 -1.16 -1.86
H -2.93 -0.02 -1.46
```

Output
ΔE to the lowest compared entry with this formula, charge and spin   3.394 eV
E_HOMO   -7.74 eV
Frontier orbital gap   8.73 eV
Largest force on an atom   0.3 eV Å⁻¹

=====

# 2
The following is a DFT calculation (ωB97M-V/def2-TZVPD) of a structure of composition C8H26Na6O7 at a distorted geometry.

```
47
C8H26Na6O7 (ωB97M-V/def2-TZVPD)
Na -2.41 -2.80 2.30
Na 4.17 -2.01 -0.06
Na 1.14 -3.78 1.33
Na -0.14 -3.65 -2.53
Na 0.56 -1.24 3.73
Na 3.09 -4.51 -1.39
O 1.83 -2.44 -1.07
C 1.05 -1.25 -0.80
C 0.65 -0.85 0.59
O -0.25 -1.62 1.40
H 0.12 -1.30 -1.38
H 1.60 -0.40 -1.23
H 0.19 0.14 0.45
H 1.57 -0.52 1.16
O -0.77 -1.53 -4.11
H -0.64 -0.58 -4.04
H -0.02 -1.81 -4.66
O -1.92 -3.27 -0.85
H -1.61 -2.49 -0.36
H -1.89 -4.01 -0.24
O 3.89 -1.46 -2.80
H 4.54 -2.06 -2.42
H 3.04 -1.63 -2.34
C -3.46 1.65 1.64
C -3.40 0.22 2.15
C -4.74 -0.30 2.64
O -2.95 -0.66 1.04
H -3.45 2.34 2.49
H -4.39 1.82 1.09
H -2.60 1.88 1.01
H -2.61 0.18 2.92
H -5.18 -0.95 1.87
H -5.45 0.51 2.75
H -4.65 -0.84 3.58
H -1.99 -0.64 1.04
C 1.76 2.86 0.72
C 2.51 2.85 -0.60
C 2.01 3.93 -1.56
O 3.90 3.02 -0.34
H 2.20 2.16 1.44
H 0.68 2.78 0.63
H 1.93 3.83 1.22
H 2.41 1.85 -1.04
H 1.79 4.84 -1.00
H 1.12 3.66 -2.13
H 2.81 4.19 -2.25
H 3.98 3.92 0.02
```

Output
E_HOMO   -18.38 eV
Frontier orbital gap   3.94 eV
Net charge   +4
Largest force on an atom   2.3 eV Å⁻¹

=====

# 3
The following is a DFT calculation (ωB97M-V/def2-TZVPD) of the ion C8H12N with charge +1 at a distorted geometry.

```
21
C8H12N (ωB97M-V/def2-TZVPD)
C 2.47 -0.22 -0.65
C 1.51 -1.14 0.14
C 0.88 1.59 0.88
C -1.16 1.57 -0.80
C -1.90 -0.65 0.81
C 1.30 0.37 0.12
C 0.13 1.14 -0.24
C -2.06 0.47 -0.22
N -2.12 -0.89 -0.67
H 3.42 0.11 -0.17
H 2.20 -0.02 -1.73
H 0.84 -1.90 -0.27
H 2.04 -1.66 0.91
H 0.55 1.61 1.88
H 1.37 2.57 0.67
H -1.36 2.58 -0.51
H -1.18 1.52 -1.92
H -0.98 -0.91 1.21
H -2.76 -0.66 1.35
H -1.34 -1.55 -1.05
H -3.00 -1.33 -0.87
```

Output
ΔE to the lowest compared entry with this formula, charge and spin   5.700 eV
E_HOMO (spin up / spin down)   -11.73 / -12.41 eV
Frontier orbital gap (spin up / spin down)   6.89 / 8.03 eV
Net charge   +1
Largest force on an atom   4.8 eV Å⁻¹

=====

# 4
The following is a DFT calculation (ωB97M-V/def2-TZVPD) of the molecule C14H12FNO2S.

```
31
C14H12FNO2S (ωB97M-V/def2-TZVPD)
O 1.21 -1.60 2.03
C 0.89 -0.67 1.33
C 1.95 0.11 0.55
C 1.54 1.49 0.01
C 0.77 1.35 -1.28
O -0.43 1.14 -1.29
C 1.53 1.39 -2.52
C 1.02 1.21 -3.78
C 1.99 1.29 -4.79
C 3.24 1.53 -4.28
S 3.25 1.67 -2.58
N -0.39 -0.24 1.17
C -1.49 -0.84 1.81
C -2.63 -1.16 1.09
C -3.72 -1.75 1.70
C -3.68 -2.04 3.05
C -2.57 -1.70 3.80
C -1.49 -1.10 3.18
F -0.45 -0.70 3.95
H 2.80 0.22 1.23
H 2.28 -0.53 -0.27
H 0.92 2.01 0.75
H 2.45 2.08 -0.16
H -0.03 1.02 -3.95
H 1.79 1.17 -5.83
H 4.16 1.64 -4.82
H -0.63 0.31 0.35
H -2.65 -0.93 0.03
H -4.59 -1.99 1.12
H -4.53 -2.51 3.53
H -2.52 -1.89 4.86
```

Output
E_HOMO   -8.58 eV
Frontier orbital gap   8.11 eV
SMILES   O=C(CCC(=O)c1cccs1)Nc1ccccc1F
Largest force on an atom   0.9 eV Å⁻¹

=====

# 5
The following is a DFT calculation (ωB97M-V/def2-TZVPD) of the molecule C26H28N4O3.

```
61
C26H28N4O3 (ωB97M-V/def2-TZVPD)
C -5.35 -3.07 -0.98
O -4.57 -2.93 0.18
C -3.57 -2.01 0.18
C -3.22 -1.20 -0.90
C -2.19 -0.29 -0.78
C -1.49 -0.16 0.41
C -0.36 0.84 0.52
C 0.65 0.41 -0.56
O 0.69 0.91 -1.66
N 1.42 -0.62 -0.17
C 2.35 -1.30 -1.04
C 2.03 -2.79 -1.11
C 2.34 -3.51 0.20
C 3.80 -3.28 0.60
C 4.09 -1.78 0.73
C 3.80 -1.07 -0.59
N -0.80 2.21 0.26
C 0.06 3.22 -0.01
O -0.31 4.34 -0.30
C 1.53 2.95 0.13
C 2.39 3.58 -0.77
C 3.75 3.39 -0.62
C 4.21 2.61 0.43
C 3.27 2.05 1.28
N 1.97 2.20 1.13
C -2.19 2.48 0.22
C -3.00 2.17 1.31
C -4.36 2.43 1.22
C -4.85 2.99 0.05
N -4.08 3.30 -0.98
C -2.79 3.06 -0.90
C -1.82 -0.98 1.48
C -2.84 -1.90 1.37
H -6.09 -3.84 -0.74
H -5.86 -2.14 -1.24
H -4.75 -3.41 -1.83
H -3.75 -1.27 -1.84
H -1.93 0.32 -1.63
H 0.10 0.79 1.51
H 1.33 -0.97 0.77
H 2.20 -0.84 -2.03
H 2.63 -3.24 -1.91
H 0.98 -2.92 -1.36
H 1.68 -3.14 0.99
H 2.16 -4.57 0.09
H 4.00 -3.78 1.55
H 4.45 -3.71 -0.15
H 5.14 -1.63 0.99
H 3.49 -1.35 1.52
H 4.46 -1.46 -1.37
H 3.98 0.00 -0.49
H 1.98 4.19 -1.55
H 4.45 3.85 -1.31
H 5.27 2.44 0.59
H 3.58 1.44 2.12
H -2.57 1.74 2.20
H -5.02 2.20 2.04
H -5.90 3.20 -0.07
H -2.19 3.33 -1.76
H -1.28 -0.90 2.41
H -3.11 -2.54 2.19
```

Output
ΔE to the lowest compared entry with this formula, charge and spin   2.031 eV
E_HOMO   -8.46 eV
Frontier orbital gap   9.04 eV
SMILES   COc1ccc([C@@H](C(=O)NC2CCCCC2)N(C(=O)c2ccccn2)c2cccnc2)cc1
Largest force on an atom   0.7 eV Å⁻¹

=====

# 6
The following is a DFT calculation (ωB97M-V/def2-TZVPD) of the ion C5H7Cl2N2O with charge +1 at a distorted geometry.

```
17
C5H7Cl2N2O (ωB97M-V/def2-TZVPD)
C 1.87 -1.12 -1.23
O 1.02 -0.12 -0.55
C 0.58 -0.34 0.65
C 0.03 1.08 1.18
C -0.90 1.60 0.13
Cl -1.11 3.21 -0.24
N -1.77 0.67 -0.30
C -1.63 -0.80 0.16
Cl -2.96 -1.67 -0.22
N -0.56 -1.21 0.61
H 1.63 -2.18 -0.97
H 2.97 -0.84 -0.97
H 1.71 -0.90 -2.22
H 1.28 -0.76 1.33
H -0.51 0.73 2.08
H 0.84 1.86 1.49
H -2.48 0.79 -0.94
```

Output
ΔE to the lowest compared entry with this formula, charge and spin   0.850 eV
E_HOMO   -14.32 eV
Frontier orbital gap   8.78 eV
SMILES   CO[C@H]1CC(Cl)=[NH+]C(Cl)=N1
Net charge   +1
Largest force on an atom   4.4 eV Å⁻¹

=====

# 7
The following is a DFT calculation (ωB97M-V/def2-TZVPD) of a structure of composition C19H42MnN6O9 at a distorted geometry.

```
77
C19H42MnN6O9 (ωB97M-V/def2-TZVPD)
Mn 0.58 1.87 3.41
C 0.63 1.24 0.92
O 1.28 0.58 1.91
O -0.04 2.27 1.44
O 0.81 1.01 -0.30
C 3.26 -1.36 -0.49
O 3.17 -2.36 -1.15
N 4.40 -0.69 -0.28
C 4.41 0.50 0.54
C 5.66 -1.21 -0.74
H 2.40 -0.91 0.02
H 4.80 0.34 1.56
H 3.37 0.81 0.69
H 4.97 1.32 0.09
H 5.97 -2.14 -0.25
H 5.54 -1.51 -1.79
H 6.42 -0.44 -0.73
C -1.27 -0.52 4.48
O -0.43 0.38 4.35
N -2.33 -0.68 3.71
C -3.12 -1.92 3.81
C -2.64 0.19 2.59
H -1.12 -1.29 5.22
H -2.63 -2.59 4.50
H -3.34 -2.33 2.83
H -4.09 -1.61 4.21
H -1.94 0.10 1.75
H -3.64 0.04 2.19
H -2.45 1.22 2.87
C 3.65 -4.40 2.57
O 3.84 -5.58 2.40
N 2.58 -3.71 2.08
C 1.49 -4.40 1.44
C 2.27 -2.39 2.60
H 4.30 -3.70 3.13
H 0.59 -4.30 2.05
H 1.72 -5.45 1.29
H 1.38 -3.97 0.44
H 3.20 -1.87 2.83
H 1.68 -1.88 1.84
H 1.67 -2.48 3.51
C 0.24 -0.45 -3.33
O 0.49 -0.09 -4.46
N -0.37 -1.63 -3.07
C -0.72 -1.98 -1.74
C -0.84 -2.50 -4.09
H 0.60 0.09 -2.45
H -0.24 -1.29 -1.03
H -0.22 -2.93 -1.52
H -1.78 -2.05 -1.53
H -0.32 -2.39 -5.04
H -0.77 -3.54 -3.79
H -1.89 -2.26 -4.30
C 0.46 4.86 -1.02
O 0.59 5.86 -0.37
N 0.14 4.76 -2.33
C -0.10 3.45 -2.93
C -0.20 5.93 -3.10
H 0.63 3.84 -0.65
H 0.34 2.68 -2.29
H 0.42 3.44 -3.88
H -1.18 3.27 -2.95
H 0.10 6.82 -2.57
H 0.31 5.87 -4.07
H -1.27 5.96 -3.30
C -4.18 2.75 0.27
O -5.11 3.44 0.58
N -4.29 1.66 -0.53
C -3.16 0.79 -0.78
C -5.53 1.27 -1.18
H -3.15 2.91 0.63
H -2.80 0.76 -1.81
H -3.39 -0.24 -0.50
H -2.30 1.18 -0.24
H -5.97 0.39 -0.71
H -6.22 2.11 -1.19
H -5.31 1.08 -2.23
```

Output
Expectation value of S²   8.756
ΔE to the lowest compared entry with this formula, charge and spin   0.555 eV
E_HOMO (spin up / spin down)   -8.69 / -8.69 eV
Frontier orbital gap (spin up / spin down)   6.77 / 6.59 eV
Spin multiplicity   6
Largest force on an atom   3.0 eV Å⁻¹

=====

# 8
The following is a DFT calculation (ωB97M-V/def2-TZVPD) of a structure of composition C4H8BO12Rb at a distorted geometry.

```
26
C4H8BO12Rb (ωB97M-V/def2-TZVPD)
Rb 0.95 -0.22 -2.88
O -0.72 1.99 1.53
C -1.07 0.82 1.59
O -1.55 0.35 2.65
B -1.36 -1.14 2.58
O -0.61 -1.26 1.32
C -0.48 -0.17 0.80
O -0.08 0.03 -0.34
O -2.61 -1.90 2.64
C -2.65 -2.38 3.80
O -3.76 -2.68 4.28
C -1.40 -2.16 4.49
O -0.61 -1.56 3.78
O -1.19 -2.23 5.65
O 0.40 2.29 -4.04
H 0.86 2.02 -4.87
H 0.84 3.07 -3.69
O 2.92 -0.10 -0.73
H 3.29 -0.06 -1.61
H 2.68 0.81 -0.60
O 3.78 0.28 -3.23
H 3.90 0.35 -4.17
H 4.05 1.17 -2.85
O -1.78 0.73 -2.42
H -2.12 0.32 -1.66
H -1.68 1.63 -2.04
```

Output
ΔE to the lowest compared entry with this formula, charge and spin   1.555 eV
E_HOMO   -9.19 eV
Frontier orbital gap   7.42 eV
Largest force on an atom   7.9 eV Å⁻¹

=====

# 9
The following is a DFT calculation (ωB97M-V/def2-TZVPD) of a cluster of 2 separate species, H3N2PS in total at a distorted geometry.

```
7
H3N2PS (ωB97M-V/def2-TZVPD)
N 0.20 0.24 -0.97
N 0.40 1.29 -0.35
P 1.62 -1.72 0.30
S -0.18 -2.62 0.79
H -0.37 1.97 0.10
H 1.39 1.57 -0.16
H -0.52 -3.22 -0.28
```

Output
ΔE to the lowest compared entry with this formula, charge and spin   2.924 eV
E_HOMO (spin up / spin down)   -7.38 / -7.38 eV
Frontier orbital gap (spin up / spin down)   6.56 / 6.54 eV
Largest force on an atom   2.8 eV Å⁻¹

=====

# 10
The following is a DFT calculation (ωB97M-V/def2-TZVPD) of a structure of composition C33H51B2F4N7O4SSbSr at a distorted geometry.

```
104
C33H51B2F4N7O4SSbSr (ωB97M-V/def2-TZVPD)
Sr -0.63 -0.36 1.08
C 0.81 1.49 5.02
C 0.47 1.14 3.61
N 0.15 -0.02 3.19
O 0.06 -1.09 4.05
B -1.35 -1.35 4.50
F -1.33 -2.55 5.16
F -1.78 -0.31 5.30
O -2.32 -1.55 3.37
N -2.37 -0.49 2.53
C -3.37 -0.35 1.76
C -4.57 -1.25 1.73
C -3.33 0.83 0.90
N -2.31 0.95 0.14
O -2.19 2.12 -0.61
B -1.36 3.21 0.28
F -1.44 4.31 -0.52
F -2.01 3.34 1.46
O 0.01 2.77 0.36
N 0.21 1.82 1.39
C 0.40 2.21 2.59
C 0.49 3.63 3.03
C -4.45 1.80 1.00
H 0.82 0.59 5.62
H 0.06 2.16 5.43
H 1.78 1.98 5.07
H -5.12 -1.17 2.66
H -4.23 -2.28 1.63
H -5.22 -1.01 0.89
H 0.39 4.30 2.17
H 1.44 3.82 3.52
H -0.31 3.85 3.73
H -5.40 1.29 1.18
H -4.51 2.42 0.11
H -4.26 2.45 1.86
N 8.76 -3.99 2.62
C 7.78 -3.43 2.39
C 6.57 -2.78 2.08
C 6.49 -1.94 0.97
C 5.28 -1.37 0.62
C 4.13 -1.63 1.37
C 4.23 -2.44 2.51
C 5.43 -3.01 2.86
C 2.85 -1.17 0.96
C 1.72 -0.89 0.58
H 7.38 -1.75 0.39
H 5.22 -0.72 -0.24
H 3.34 -2.60 3.11
H 5.51 -3.65 3.73
C -2.49 4.24 -3.42
C -1.08 3.72 -3.62
C -0.01 4.68 -3.12
C -0.81 3.39 -5.08
Sb -0.87 1.71 -2.42
C -2.47 0.20 -3.24
C -1.85 -1.18 -3.11
C -2.73 0.51 -4.71
C -3.77 0.28 -2.47
C 1.70 0.53 -3.01
C 1.52 0.72 -4.47
C 2.52 1.51 -2.26
C 1.67 -0.84 -2.49
H -2.60 5.18 -3.96
H -2.69 4.44 -2.38
H -3.23 3.54 -3.81
H -0.15 5.64 -3.61
H 0.99 4.32 -3.36
H -0.08 4.85 -2.05
H -1.15 4.23 -5.69
H -1.32 2.50 -5.42
H 0.26 3.28 -5.26
H -1.02 -1.29 -3.80
H -2.60 -1.93 -3.38
H -1.50 -1.39 -2.09
H -1.81 0.49 -5.29
H -3.22 1.47 -4.85
H -3.39 -0.26 -5.12
H -3.70 -0.27 -1.53
H -4.57 -0.20 -3.04
H -4.07 1.31 -2.27
H 1.49 1.77 -4.75
H 0.63 0.22 -4.85
H 2.37 0.27 -4.98
H 2.34 2.53 -2.60
H 3.58 1.30 -2.43
H 2.34 1.43 -1.19
H 1.15 -1.53 -3.14
H 1.25 -0.86 -1.46
H 2.69 -1.20 -2.33
C 1.64 -4.31 0.21
N 0.85 -4.30 1.41
C 1.26 -5.03 2.59
C 0.12 -4.74 3.58
N -0.92 -4.22 2.71
C -0.41 -3.87 1.52
S -1.29 -3.14 0.29
H 2.68 -4.13 0.46
H 1.28 -3.51 -0.44
H 1.56 -5.27 -0.31
H 2.23 -4.67 2.95
H 1.34 -6.10 2.36
H 0.39 -3.99 4.33
H -0.23 -5.64 4.09
H -1.70 -3.73 3.13
```

Output
ΔE to the lowest compared entry with this formula, charge and spin   4.928 eV
E_HOMO   -10.14 eV
Frontier orbital gap   4.82 eV
Net charge   +1
Largest force on an atom   4.9 eV Å⁻¹

=====

# 11
The following is a DFT calculation (ωB97M-V/def2-TZVPD) of a structure of composition C34H36FeN3S at a distorted geometry.

```
75
C34H36FeN3S (ωB97M-V/def2-TZVPD)
C 2.40 -2.19 -3.96
C 2.60 -0.95 -3.09
C 2.26 -1.25 -1.62
N 3.95 -0.51 -3.17
C 4.02 0.69 -3.58
S 5.54 1.60 -3.77
C 6.03 1.51 -2.08
C 7.24 2.21 -1.88
N 8.23 2.80 -1.73
C 2.66 1.29 -3.88
C 2.38 2.48 -2.96
C 2.55 1.69 -5.35
N 1.71 0.16 -3.59
C 0.42 0.39 -3.08
C -0.71 -0.02 -3.71
C -2.05 0.19 -3.23
C -3.13 -0.19 -4.02
C -4.43 0.00 -3.60
C -4.67 0.57 -2.37
C -3.62 0.96 -1.56
C -2.32 0.77 -1.98
H 3.04 -3.00 -3.62
H 1.36 -2.53 -3.92
H 2.64 -1.97 -4.99
H 2.94 -2.01 -1.22
H 2.37 -0.35 -1.02
H 1.24 -1.61 -1.52
H 5.24 1.93 -1.46
H 6.14 0.46 -1.80
H 3.13 3.26 -3.10
H 1.40 2.90 -3.17
H 2.40 2.16 -1.92
H 3.28 2.47 -5.60
H 2.75 0.83 -5.99
H 1.56 2.05 -5.58
H 0.33 0.92 -2.15
H -0.59 -0.53 -4.65
H -2.94 -0.63 -4.99
H -5.25 -0.30 -4.23
H -5.69 0.72 -2.03
H -3.82 1.42 -0.61
H -1.52 1.08 -1.34
C -0.47 -4.25 5.14
C -1.70 -3.66 5.64
C -2.47 -3.20 4.51
C -1.72 -3.50 3.30
C -0.49 -4.16 3.70
Fe -0.62 -2.23 4.54
C 1.31 -1.46 4.35
C 0.59 -0.84 5.51
C -0.55 -0.19 5.04
C -0.61 -0.36 3.54
C -1.50 0.24 2.66
C -2.43 1.31 2.97
C -3.61 1.44 2.23
C -4.47 2.50 2.44
C -4.17 3.46 3.39
C -3.01 3.35 4.13
C -2.15 2.30 3.93
C 0.59 -1.19 3.18
H 0.31 -4.72 5.74
H -2.00 -3.61 6.69
H -3.43 -2.68 4.55
H -2.00 -3.24 2.28
H 0.28 -4.55 3.02
H 2.25 -2.00 4.41
H 0.92 -0.88 6.55
H -1.29 0.32 5.66
H -1.46 -0.08 1.63
H -3.84 0.69 1.49
H -5.37 2.58 1.87
H -4.84 4.28 3.55
H -2.77 4.11 4.86
H -1.22 2.25 4.48
H 0.88 -1.48 2.17
```

Output
Expectation value of S²   6.106
ΔE to the lowest compared entry with this formula, charge and spin   0.000 eV
E_HOMO (spin up / spin down)   -0.43 / -3.91 eV
Frontier orbital gap (spin up / spin down)   2.69 / 5.13 eV
Spin multiplicity   5
Net charge   -1
Largest force on an atom   3.4 eV Å⁻¹